41
Properties=species:S:1:pos:R:3:nbo_charge:R:1 method="wB97M-V/def2-TZVPD" spin_multiplicity=1 relative_energy_kcal_mol=0.0 total_charge=0 e_tot_ha=-2116.6016
O -0.55408 -0.42016 0.94607 -0.618
C 0.10857 0.53787 0.57897 0.634
N -0.41366 1.77592 0.38553 -0.435
N -1.72631 2.15418 0.67130 -0.453
C -2.86877 1.66178 0.07649 0.289
S -4.17049 2.67778 0.02062 -0.273
N -2.83595 0.41024 -0.38019 -0.622
C -4.01211 -0.28273 -0.86229 -0.050
C -3.58618 -1.36685 -1.85351 -0.403
C -2.84332 -2.51093 -1.16521 -0.406
C -3.68950 -3.10120 -0.04165 -0.396
C -4.04527 -2.02025 0.97429 -0.408
C -4.81262 -0.88860 0.29710 -0.411
C 1.54021 0.43743 0.27804 -0.312
S 2.50247 1.83333 -0.16758 0.388
C 3.94250 0.86544 -0.27925 -0.188
C 5.21640 1.30180 -0.61036 -0.207
C 6.23356 0.37021 -0.64518 -0.190
C 5.98917 -0.97332 -0.35566 -0.213
C 4.72554 -1.40766 -0.02659 -0.194
C 3.67978 -0.48342 0.01549 -0.043
C 2.30217 -0.69934 0.32971 -0.020
Cl 1.69980 -2.24378 0.71977 0.082
H 0.16991 2.49242 -0.03065 0.395
H -1.81743 3.11155 0.98734 0.415
H -2.09483 -0.18589 -0.01635 0.434
H -4.63098 0.46653 -1.36972 0.237
H -4.48366 -1.75999 -2.33468 0.206
H -2.95725 -0.92230 -2.62792 0.212
H -2.60884 -3.28234 -1.90207 0.210
H -1.89706 -2.15518 -0.75209 0.199
H -3.14146 -3.90757 0.44936 0.207
H -4.60660 -3.52367 -0.45997 0.191
H -4.65616 -2.44520 1.77318 0.210
H -3.13013 -1.63371 1.42747 0.205
H -5.75608 -1.27006 -0.09805 0.203
H -5.04406 -0.10059 1.01605 0.227
H 5.39756 2.34139 -0.83283 0.224
H 7.23345 0.68584 -0.90048 0.221
H 6.80572 -1.67796 -0.39132 0.221
H 4.52370 -2.44265 0.19987 0.232

***

41
Properties=species:S:1:pos:R:3:nbo_charge:R:1 method="wB97M-V/def2-TZVPD" spin_multiplicity=1 relative_energy_kcal_mol=7.6 total_charge=+1 e_tot_ha=-1589.7943
K -0.20097 0.82530 -0.17111 0.969
C 4.78325 0.35261 0.15924 -0.237
C 3.45812 0.07901 -0.13612 0.035
N 2.43861 0.74433 0.41264 -0.502
C 2.72892 1.70506 1.28559 0.046
C 4.02193 2.06137 1.65774 -0.106
C 5.07027 1.36457 1.06070 -0.136
C 4.26539 3.17782 2.58712 -0.183
C 3.55490 3.48020 3.67452 -0.183
C 2.47353 2.68672 4.28720 0.185
C 2.51692 1.29820 4.40864 -0.292
C 1.45293 0.68850 5.04953 0.079
N 0.42278 1.37874 5.53102 -0.438
C 0.47819 2.69389 5.37324 0.248
N 1.44522 3.38349 4.78316 -0.452
H 5.57423 -0.21291 -0.31294 0.237
H 3.20044 -0.70188 -0.84231 0.200
H 1.88526 2.22726 1.72717 0.193
H 6.09469 1.61237 1.30915 0.231
H 5.07215 3.84367 2.29909 0.228
H 3.75503 4.41163 4.19110 0.238
H 3.35433 0.72731 4.03526 0.233
H 1.41694 -0.38552 5.19395 0.207
H -0.35153 3.26701 5.77426 0.180
O -2.10719 2.62191 -0.00130 -0.782
C -2.25104 2.05386 1.12301 0.758
O -1.60839 1.10067 1.56606 -0.744
C -3.34168 2.70103 2.02720 -0.168
N -3.95380 3.78322 1.18797 -0.541
C -3.79376 5.08363 1.89842 -0.222
C -2.52550 4.86601 2.71182 -0.423
C -2.69385 3.42741 3.21641 -0.412
H -4.06940 1.95051 2.32276 0.248
H -4.91315 3.60027 0.91201 0.432
H -3.30361 3.67739 0.33349 0.475
H -4.65379 5.23614 2.54947 0.217
H -3.73768 5.90598 1.18909 0.234
H -2.42356 5.58914 3.51669 0.248
H -1.64921 4.94637 2.06572 0.221
H -3.34571 3.39966 4.08945 0.225
H -1.75343 2.95058 3.48236 0.255

***

45
Properties=species:S:1:pos:R:3:nbo_charge:R:1 method="wB97M-V/def2-TZVPD" spin_multiplicity=1 total_charge=0 e_tot_ha=-1519.1129
Li -0.11095 0.20490 -0.09870 0.802
C 0.89871 -5.52959 -1.35659 -0.616
C -0.47596 -5.15727 -0.80354 -0.221
N -0.98479 -3.91850 -1.36127 -0.597
C -0.71329 -2.68462 -0.85883 0.309
S -1.08244 -1.35169 -1.86673 -0.465
N -0.20897 -2.67409 0.37186 -0.503
N 0.22971 -1.49084 0.79943 -0.256
C 0.52915 -1.34527 2.04801 0.142
C 0.38242 -2.44525 3.06602 -0.686
C 0.97881 -0.01565 2.45792 0.180
C 1.31279 0.26631 3.78908 -0.252
C 1.66125 1.55513 4.14461 -0.156
C 1.68283 2.54538 3.17280 -0.280
C 1.36328 2.17887 1.87555 0.057
N 1.02432 0.94781 1.52011 -0.474
H 1.21331 -6.50554 -0.98223 0.204
H 1.63687 -4.78601 -1.05416 0.215
H 0.87656 -5.56907 -2.44704 0.200
H -0.41547 -5.02448 0.27387 0.223
H -1.19341 -5.95210 -1.01839 0.186
H -1.26153 -3.91507 -2.32748 0.400
H -0.05069 -3.30828 2.56891 0.257
H -0.27052 -2.13752 3.88636 0.209
H 1.35224 -2.72475 3.48430 0.219
H 1.29231 -0.51829 4.53150 0.222
H 1.91728 1.78820 5.17048 0.217
H 1.93999 3.56814 3.40970 0.221
H 1.38945 2.91229 1.07503 0.191
N -4.09170 0.77603 1.04718 -0.336
C -2.99726 0.05660 1.35748 0.208
N -1.97078 0.54443 0.71841 -0.495
C -2.49246 1.58003 0.00598 0.268
N -3.78686 1.75265 0.18452 -0.253
C -1.68814 2.37724 -0.91555 0.120
C -2.22759 3.47134 -1.59391 0.039
N -1.51676 4.17045 -2.46512 -0.365
C -0.26012 3.78146 -2.66692 -0.007
C 0.28638 2.70574 -1.98520 0.008
N -0.42157 2.00419 -1.10807 -0.411
H -5.04065 0.65898 1.35451 0.420
H -2.99300 -0.79821 2.01439 0.222
H -3.25155 3.77744 -1.42113 0.216
H 0.31157 4.34633 -3.39252 0.205
H 1.31213 2.39458 -2.14179 0.210

***

39
Properties=species:S:1:pos:R:3:nbo_charge:R:1 method="wB97M-V/def2-TZVPD" spin_multiplicity=1 relative_energy_kcal_mol=81.5 total_charge=0 e_tot_ha=-1278.6073
C 4.91759 0.53416 -2.19610 -0.211
C 4.22810 -0.42644 -1.43339 -0.228
C 2.82233 -0.38464 -1.44853 -0.139
C 2.11979 0.57794 -2.20209 -0.069
C 0.61479 0.49444 -2.17331 -0.058
C -0.21167 1.31445 -1.45191 -0.187
C -1.70559 1.13169 -1.55563 -0.185
C -2.27778 0.15501 -2.33195 -0.225
C -1.43597 -0.74735 -3.08180 0.068
N -1.75069 -1.78221 -3.88854 -0.584
S -0.31840 -2.35573 -4.41480 0.897
N 0.78777 -1.36039 -3.71193 -0.585
C -0.01410 -0.53659 -2.99365 0.146
C 2.82472 1.53222 -2.95875 -0.193
C 4.22708 1.50365 -2.94576 -0.214
H 6.01623 0.53649 -2.22723 0.214
H 4.78036 -1.18998 -0.87138 0.219
H 2.26997 -1.13857 -0.87123 0.208
H 0.22238 2.08657 -0.80592 0.228
H -2.42011 1.76160 -1.01299 0.227
H -3.36670 0.05769 -2.38052 0.230
H 2.28120 2.26830 -3.56653 0.221
H 4.84520 2.21729 -3.50500 0.217
C -0.63496 1.16384 3.16054 -0.255
O -1.56419 0.56024 2.27592 -0.554
C -1.34072 -0.83812 2.12551 -0.091
C -2.32720 -1.65442 2.93642 -0.089
O -2.11926 -1.48375 4.33250 -0.551
C -3.06014 -0.60234 4.92205 -0.255
H -0.98993 2.16884 3.38734 0.189
H -0.54438 0.60655 4.09604 0.181
H 0.34633 1.23932 2.67978 0.168
H -0.31091 -1.09547 2.39311 0.177
H -1.47978 -1.06606 1.06337 0.187
H -2.16687 -2.71486 2.71817 0.185
H -3.35673 -1.40542 2.66150 0.176
H -4.03601 -1.09264 4.99896 0.167
H -3.16003 0.32465 4.35211 0.178
H -2.71173 -0.35996 5.92561 0.190